# 1
Computed, not measured: a cluster of 11 separate species, C28H76NO10S10 in total, with wB97M-V/def2-TZVPD.

Values from the calculation:
Gap between HOMO and LUMO ... 3.79 eV
Charge ... -1
Molecular weight ... 907.6 g/mol
LUMO level ... 1.86 eV
DFT total energy ... -160576.2633 eV
Maximum force ... 1.5 eV/A

Element x y z (Å)
C -1.8635 3.2754 5.0417
C -1.8463 2.2719 3.8717
C -0.4790 2.1267 3.1733
C -0.5565 1.6528 1.7050
C 0.5826 2.0899 0.7487
N -0.1199 3.0366 -0.2287
C -0.6409 4.1310 0.1644
C -0.1856 4.9866 1.3286
C -1.8438 4.6669 -0.5785
H -0.9054 3.7932 5.1159
H -2.6292 4.0388 4.8976
H -2.0594 2.7922 6.0002
H -2.1429 1.2876 4.2385
H -2.5796 2.5729 3.1206
H 0.0697 3.0669 3.2398
H 0.0748 1.3604 3.7256
H -0.5105 0.5572 1.7277
H -1.5291 1.9069 1.2740
H 1.3477 2.6334 1.3390
H 0.0670 5.9735 0.9247
H 0.6976 4.5667 1.8038
H -0.9652 5.1465 2.0784
H -1.8163 4.2662 -1.5911
H -1.8103 5.7605 -0.6665
H -2.7386 4.3634 -0.0358
C -2.0880 0.6939 -1.9419
S -3.5850 1.0399 -1.0446
O -3.6311 0.0669 0.0848
C -4.7484 0.4267 -2.2688
H -1.2617 0.9923 -1.2894
H -2.0187 -0.3658 -2.1851
H -2.0707 1.2953 -2.8516
H -4.5303 -0.6212 -2.4743
H -4.6593 1.0260 -3.1752
H -5.7489 0.5263 -1.8523
C -5.2311 -0.8358 2.6537
S -5.6290 -2.2961 1.7024
O -6.9575 -2.0603 1.0668
C -5.9048 -3.4000 3.0887
H -5.0338 -0.0430 1.9350
H -6.0751 -0.5876 3.2994
H -4.3300 -1.0260 3.2365
H -6.7030 -3.0360 3.7373
H -4.9634 -3.4979 3.6294
H -6.1839 -4.3661 2.6725
C -2.8687 -7.3983 2.6615
S -1.9565 -5.8559 2.5762
O -2.7876 -4.8272 3.2592
C -2.1544 -5.6012 0.8133
H -2.8913 -7.7069 3.7046
H -3.8816 -7.2365 2.2924
H -2.3539 -8.1512 2.0655
H -3.2162 -5.5661 0.5703
H -1.6574 -6.4104 0.2786
H -1.6860 -4.6516 0.5606
C -3.2714 8.4663 -3.9437
S -3.0880 6.8704 -4.7532
O -4.0204 5.9381 -4.0775
C -1.4398 6.5465 -4.1187
H -4.2676 8.8370 -4.1750
H -3.1623 8.3347 -2.8673
H -2.5208 9.1567 -4.3286
H -1.4473 6.5607 -3.0289
H -0.7572 7.3021 -4.5092
H -1.1304 5.5621 -4.4635
C 0.4814 -1.7147 -6.0586
S 0.3533 -1.7536 -4.2664
O -1.1004 -1.6820 -3.9413
C 1.0105 -0.1093 -3.9973
H 0.0775 -2.6524 -6.4342
H -0.0970 -0.8755 -6.4471
H 1.5329 -1.6274 -6.3315
H 0.3796 0.6110 -4.5210
H 2.0400 -0.0657 -4.3516
H 0.9860 0.0877 -2.9260
C -2.1135 -5.0008 6.4005
S -0.4218 -5.3702 6.8556
O -0.0306 -6.6092 6.1297
C -0.7837 -5.8514 8.5500
H -2.1325 -4.7132 5.3498
H -2.7304 -5.8879 6.5500
H -2.4808 -4.1757 7.0118
H -1.4896 -6.6818 8.5435
H -1.1963 -4.9961 9.0846
H 0.1507 -6.1605 9.0137
C 5.5316 -2.5799 -2.0754
S 3.7631 -2.7652 -2.2997
O 3.4660 -2.3327 -3.7017
C 3.2880 -1.3987 -1.2513
H 6.0208 -3.3149 -2.7126
H 5.8359 -1.5757 -2.3708
H 5.7873 -2.7685 -1.0324
H 3.7462 -0.4824 -1.6273
H 3.5993 -1.6049 -0.2316
H 2.2040 -1.3122 -1.2798
C 2.5855 3.3101 -0.9052
S 3.3260 2.4137 -2.2508
O 4.7978 2.6781 -2.2245
C 2.6366 3.4296 -3.5643
H 2.9200 2.8506 0.0192
H 2.9148 4.3510 -0.9632
H 1.4971 3.2196 -0.9434
H 2.9525 4.4631 -3.4189
H 1.5493 3.3501 -3.5344
H 3.0153 3.0523 -4.5132
C 8.7147 1.0163 -5.1925
S 7.0474 0.8081 -4.5497
O 7.1641 -0.0664 -3.3582
C 6.4601 -0.2490 -5.8783
H 9.2675 1.6112 -4.4688
H 9.1841 0.0392 -5.3092
H 8.6708 1.5428 -6.1461
H 7.0921 -1.1350 -5.9417
H 6.4716 0.3066 -6.8166
H 5.4410 -0.5391 -5.6279
C 1.8752 -3.6565 3.6880
S 2.0029 -2.4126 2.3988
O 2.2380 -3.1460 1.1245
C 3.5886 -1.7514 2.9227
H 0.9621 -4.2178 3.5135
H 2.7379 -4.3215 3.6373
H 1.8192 -3.1666 4.6601
H 4.3309 -2.5504 2.9257
H 3.4838 -1.3134 3.9149
H 3.8706 -0.9775 2.2116

Cartesian forces (eV/Å) of the 6 atoms listed first:
C 0.04 -0.08 -0.11
C 0.20 0.08 -0.07
C -0.37 -0.22 -0.01
C 0.65 -0.63 0.03
C -0.10 0.12 -0.14
N -1.24 0.07 0.84

Results of the Mulliken charge analysis, in e, for atoms 1 through 5:
1 C -1.34
2 C -0.11
3 C -0.74
4 C 0.15
5 C -1.29

# 2
Computed, not measured: a cluster of 2 separate species, C5H13O2 in total, with wB97M-V/def2-TZVPD.

Values from the calculation:
Gap between HOMO and LUMO ... 6.71 eV
Charge ... -1
Molecular weight ... 105.2 g/mol
LUMO level ... 3.80 eV
DFT total energy ... -9490.5567 eV
Maximum force ... 2.7 eV/A

Element x y z (Å)
C -1.6135 1.6541 -0.0612
O -1.6015 1.5673 1.3159
C -0.7733 0.5314 -0.7982
C 0.2744 -0.1427 0.1040
C 1.5535 -0.6069 -0.6002
C 1.2677 -1.9093 -1.4040
H -1.2476 2.6390 -0.3783
H -2.6461 1.4768 -0.4161
H -1.5034 -0.2798 -0.9444
H -0.4456 0.8560 -1.7907
H 0.6857 0.6544 0.7426
H -0.1677 -0.8973 0.7477
H 1.8471 0.2170 -1.2586
H 2.3380 -0.8338 0.1234
H 0.8264 -1.6779 -2.3801
H 2.2301 -2.3462 -1.7148
H 0.6631 -2.5730 -0.7931
H -0.7113 -0.0856 3.6286
H -0.6870 1.0056 2.4883
O -0.2889 0.7510 3.3894

Cartesian forces (eV/Å) of the 6 atoms listed first:
C 0.36 -0.91 1.40
O 0.04 -0.16 -0.63
C -1.19 -1.13 0.88
C 1.62 2.18 -0.07
C -1.35 -1.24 -0.59
C 1.37 1.12 -0.69

Results of the natural (NBO) charge analysis, in e, for atoms 1 through 5:
1 C -0.01
2 O -0.98
3 C -0.44
4 C -0.40
5 C -0.38

# 3
Computed, not measured: a structure of composition C4H6N2, with wB97M-V/def2-TZVPD.

Values from the calculation:
Gap between HOMO and LUMO ... 8.86 eV
Molecular weight ... 82.1 g/mol
LUMO level ... 0.99 eV
DFT total energy ... -7221.8719 eV
Maximum force ... 0.3 eV/A

Element x y z (Å)
N -2.0204 0.2126 0.2184
C -0.7788 -0.1315 -0.1050
C 0.0050 1.0844 0.0356
N 1.3309 0.5803 0.2786
C 1.3331 -0.7544 0.0679
C 0.0817 -1.2557 -0.2423
H -1.3472 1.3507 0.5307
H -2.8164 -0.3058 -0.1510
H -0.0299 1.7080 -0.8652
H 2.1646 1.1373 0.3581
H 2.2481 -1.3225 0.2080
H -0.1707 -2.3034 -0.3338

Cartesian forces (eV/Å) of the 6 atoms listed first:
N -0.10 -0.07 -0.06
C 0.12 0.19 0.04
C 0.22 -0.13 -0.20
N 0.09 -0.07 -0.04
C 0.05 0.01 0.02
C -0.01 0.02 0.08

Results of the natural (NBO) charge analysis, in e, for atoms 1 through 5:
1 N -0.80
2 C 0.26
3 C -0.42
4 N -0.54
5 C 0.08

# 4
Computed, not measured: a structure of composition C4H9N3O, with wB97M-V/def2-TZVPD.

Values from the calculation:
Gap between HOMO and LUMO ... 8.95 eV
Molecular weight ... 115.1 g/mol
LUMO level ... 0.74 eV
DFT total energy ... -10801.4930 eV
Maximum force ... 6.5 eV/A

Element x y z (Å)
C 2.9113 -0.1242 0.0009
C -0.6977 -0.9234 -0.1074
C -1.6249 -2.0556 0.0577
C -0.9324 2.5659 0.1099
H 3.3725 1.0298 -0.3372
H 3.2733 -0.7537 0.9682
H 3.6222 -0.7070 -0.9425
H 1.4127 0.8395 0.1075
H -1.4379 -2.2830 1.4374
H -1.4290 -3.2514 -0.3523
H -2.8934 -1.5601 -0.2767
H -0.2075 3.2385 0.8159
H -1.8749 3.0148 -0.7853
N 1.4732 -0.0555 -0.1647
N 0.4777 -1.0184 0.1756
N -0.6887 1.2691 0.2429
O -1.3263 0.2862 -0.3473

Cartesian forces (eV/Å) of the 6 atoms listed first:
C 4.12 -2.20 -2.15
C -1.93 0.57 -0.04
C -3.46 -2.54 2.79
C -1.17 -1.80 -1.49
H -1.52 -3.24 2.04
H -0.55 2.21 -1.88

Results of the natural (NBO) charge analysis, in e, for atoms 1 through 5:
1 C -0.43
2 C 0.44
3 C -0.67
4 C -0.17
5 H 0.22

# 5
Computed, not measured: a structure of composition C7H13B, with wB97M-V/def2-TZVPD.

Values from the calculation:
Gap between HOMO and LUMO ... 7.66 eV
Molecular weight ... 108.0 g/mol
LUMO level ... 0.58 eV
DFT total energy ... -8141.5056 eV
Maximum force ... 4.7 eV/A

Element x y z (Å)
B -1.9787 -0.1933 -0.1048
C -0.2932 1.6780 0.7426
C -1.4746 1.2653 -0.2420
C -0.3283 0.5289 -0.9945
C 0.8216 0.9686 -0.0628
C -2.3458 -1.6467 -0.0905
C 2.3989 -1.0144 -0.1575
C 1.4834 -0.1516 0.7594
H -0.1456 2.8314 0.6390
H -0.5448 1.4981 1.8069
H -2.1551 2.0233 -0.8486
H -0.2789 0.6956 -2.0597
H 1.3714 1.7750 -0.4527
H -2.1239 -1.8853 -1.1071
H -3.2948 -1.9830 0.1885
H -1.5538 -2.0533 0.5128
H 2.1379 -0.8009 -1.1934
H 2.3058 -2.0684 0.0910
H 3.4448 -0.8370 -0.0889
H 1.9130 0.1063 1.7196
H 0.6405 -0.7367 0.9427

Cartesian forces (eV/Å) of the 6 atoms listed first:
B 3.57 2.76 -1.27
C -1.54 3.07 0.46
C -1.00 0.62 -1.10
C -1.41 -1.20 0.42
C -2.66 -0.77 1.90
C 0.66 0.83 -0.14

Results of the natural (NBO) charge analysis, in e, for atoms 1 through 5:
1 B 0.91
2 C -0.35
3 C -0.64
4 C -0.45
5 C -0.25

# 6
Computed, not measured: a cluster of 2 separate species, CH6S3 in total, with wB97M-V/def2-TZVPD.

Values from the calculation:
Gap between HOMO and LUMO (alpha / beta) ... 8.93 / 5.00 eV
Spin multiplicity ... 2
Charge ... +1
Molecular weight ... 114.3 g/mol
LUMO level (alpha / beta) ... -4.67 / -8.59 eV
DFT total energy ... -33631.1935 eV
Maximum force ... 0.7 eV/A

Element x y z (Å)
S -2.3744 -0.5157 -0.4610
H -2.9174 0.5108 -1.1354
H -2.9463 -1.4179 -1.2701
C 1.3659 -0.1817 1.2190
S 0.7473 1.3747 0.5713
S 1.1928 1.3294 -1.3777
H 1.8416 0.1175 2.1567
H 2.1149 -0.5544 0.5221
H 0.5956 -0.9388 1.3814
H 0.3800 0.2761 -1.6064

Cartesian forces (eV/Å) of the 6 atoms listed first:
S 0.03 0.15 -0.10
H 0.01 -0.03 0.08
H 0.10 -0.04 0.01
C 0.03 -0.28 -0.17
S 0.44 0.22 -0.06
S -0.62 0.38 0.15

Results of the natural (NBO) charge analysis, in e, for atoms 1 through 5:
1 S -0.33
2 H 0.17
3 H 0.18
4 C -0.79
5 S 0.59